# 1
Density functional theory data (ωB97M-V/def2-TZVPD) for a structure of composition C22H17BrInN12O2S7.

Energy ... -196134.0136 eV
HOMO ... -5.10 eV
Energy above the lowest of the compared OMol25 structures with the same formula, charge and spin ... 24.6 kJ/mol

Structure (ORCA input):
```
! wB97M-V def2-TZVPD RIJCOSX def2/J DEFGRID3
* xyz -1 1
H 2.9839 -2.8005 -2.7720
H 3.0994 -0.0587 5.8635
S -4.5312 1.1676 2.3087
S -0.1969 0.9611 2.0843
C 3.2607 -0.5339 2.8303
S 2.6507 -0.4049 1.2934
C -4.8179 4.2796 -1.9416
N 0.8183 -4.6872 3.2104
C 2.4614 1.1516 -3.9966
N -0.9349 -2.8248 -1.6814
C -4.4511 4.9749 -3.1060
C -2.4678 3.6720 -3.2810
C 0.4858 0.2547 -2.3065
N -0.6041 -2.9608 -0.3777
S -2.3011 2.6122 3.3876
N 2.5726 -0.6976 3.9435
H -3.0091 5.2143 -4.6903
N 0.3593 -2.6103 3.6168
C -4.0293 3.2683 -1.4287
N 0.1751 -4.8070 0.9292
In -0.4487 -1.2173 0.9212
C -2.9458 0.5860 1.8312
C 2.6852 -0.0102 -3.2691
N -1.8598 2.0618 -1.9082
H -5.7386 4.5417 -1.4353
N -1.2688 3.1723 -3.7492
H 0.4451 -5.7747 0.9136
C -1.9009 1.2661 2.3387
C -2.8554 2.9811 -2.1197
C 0.2968 1.4303 -3.0210
C 1.6954 -0.4479 -2.4071
H 5.3952 -0.4571 5.5400
C -3.2846 4.6842 -3.7867
C 0.3360 -4.1271 2.1143
C 1.3064 1.8834 -3.8757
H 5.0995 -2.0782 4.8935
H 2.8467 -3.1581 -1.0342
H -5.1041 5.7547 -3.4791
Br 3.8101 1.7410 -5.1958
N -0.3475 -4.8785 -1.3964
N 0.8157 -3.7023 4.1238
S -2.9164 -0.7991 0.7720
O 1.7923 -1.5484 -1.6277
H -1.8261 1.3588 -1.1871
C -0.9405 2.2217 -2.9101
H -0.7943 -1.1086 -1.7863
N -0.7800 -3.9554 -2.2706
H 1.1475 2.7955 -4.4323
C -0.2437 -4.2335 -0.2429
H -4.3070 2.7175 -0.5375
H 2.8949 -1.8068 5.6711
H 3.6156 -0.5479 -3.3683
S 4.9843 -0.4186 3.1672
O -0.5200 -0.1903 -1.4743
H 1.5847 -0.9400 3.8940
S -5.0509 3.5027 4.0844
C 2.9459 -2.3651 -1.7707
C 4.7704 -1.0421 4.8704
C 3.2794 -0.9047 5.1976
C -4.0222 2.4881 3.3005
H 3.8570 -1.8031 -1.5586
N 0.0275 -2.8421 2.3244
*
```

***

# 2
Density functional theory data (ωB97M-V/def2-TZVPD) for the molecule C10H11N in a non-equilibrium geometry.

Energy ... -12037.4917 eV
HOMO ... -7.83 eV
SMILES string ... Cc1cc2ccccc2n1C
Energy above the lowest of the compared OMol25 structures with the same formula, charge and spin ... 48.0 kJ/mol

Structure (ORCA input):
```
! wB97M-V def2-TZVPD RIJCOSX def2/J DEFGRID3
* xyz 0 1
H -1.1413 2.4856 0.4133
H -1.3921 1.9629 -2.5029
C -0.0530 0.9597 1.2641
H 2.0771 -1.6547 1.1332
C -0.6715 -0.1484 -3.0853
H 0.6861 -2.4432 -0.9645
H -0.8331 0.9860 3.5183
C -0.4256 0.7843 -0.9391
H -1.1968 0.0103 -3.9867
C 0.3435 -1.5314 -1.3882
C -0.8614 0.9786 -2.2380
C 0.2672 -0.3564 -0.5579
C 1.0621 -1.3681 1.5293
H 0.9878 1.1563 3.2022
N 0.4951 -0.2495 0.7741
C 0.0243 1.3609 2.7413
C -0.6494 1.6102 0.2374
H -0.1021 2.5347 2.7499
H 1.0323 -1.1018 2.5454
H 0.5870 -2.3339 1.4885
H -0.0733 -2.2608 -3.2836
C -0.1629 -1.3812 -2.6507
*
```

***

# 3
Density functional theory data (ωB97M-V/def2-TZVPD) for a structure of composition C26H33CoN5O4 in a non-equilibrium geometry.

Energy ... -80764.6825 eV
HOMO (spin up / spin down) ... -6.81 / -6.86 eV
Expectation value of S² ... 3.757

Structure (ORCA input):
```
! wB97M-V def2-TZVPD RIJCOSX def2/J DEFGRID3
* xyz 0 4
H -0.3921 4.2116 3.0003
C -3.5118 6.6487 -0.7935
H -1.5280 6.4057 2.8708
C -2.6173 4.8802 0.0152
N -0.4387 -3.7094 0.3956
H -4.3886 -1.2467 -0.0683
C -1.7062 -0.5133 -2.6922
N 1.9024 -2.5533 1.2341
O -3.4276 5.2310 -1.0124
H 3.4642 0.0444 -4.9020
H 2.7642 -3.2603 3.0449
C 0.8675 -2.0260 3.3105
H 0.8153 -2.6474 -2.8979
H -5.0599 -0.4445 -2.2961
H -0.6888 -2.5655 2.1737
H 3.9835 -2.4199 1.1010
C 1.5034 0.5052 -2.1176
C -4.0129 -0.6573 -2.0216
C -2.2645 -1.2304 -0.4434
H -4.4879 7.0423 -1.0640
H 2.2779 0.9890 0.6292
C 3.3027 -0.4804 1.7088
H 1.9187 0.9976 2.2530
H 0.5790 -2.4387 4.2924
C -1.6746 5.6572 2.0847
C 0.7190 -4.5190 0.3157
H 2.8830 -4.2602 0.5224
C 1.9481 -3.6727 0.3162
N 0.0570 -1.1742 -0.9613
H 4.2800 -0.1234 1.3713
H -1.9184 -1.6811 0.5043
C -3.6262 -1.0215 -0.7562
C -1.0839 4.4304 2.1973
C 2.7809 -0.1354 -4.0830
H -2.1106 2.8188 -0.5447
O -3.2080 6.9513 0.5657
H 1.1082 -4.0062 2.4997
C -3.0643 -0.3515 -3.0028
O -0.4177 1.2736 0.5750
H -0.9947 -1.2294 3.1016
C -2.4609 5.8695 0.9864
H 2.7149 -2.1965 -4.7321
H -1.2448 -4.1787 0.1225
C -1.2653 -0.9907 -1.4110
C 1.3991 -1.7345 -2.9310
H 1.3589 -1.0740 3.6952
C 1.0574 -0.8022 -1.9684
H 1.1018 1.2575 -1.4879
N -0.2877 -1.6116 2.5199
C -1.2559 3.4107 1.2958
C -0.5530 2.0791 1.5735
Co 0.4027 -0.5241 0.9714
C 1.7310 -3.0742 2.5762
H 0.7590 -5.1050 -0.6501
H -0.3337 -2.8625 -0.2552
H 2.1353 -3.2094 -0.6120
C 2.3543 0.8317 -3.1716
H 2.9547 -1.4859 -0.0410
N 2.1886 0.3879 1.4618
H -2.7941 7.2215 -1.3969
H -3.3829 0.0349 -3.9484
C 3.0904 -1.7929 1.0107
H 3.2247 -0.6002 2.8102
O -0.0815 1.8683 2.6907
C -1.9936 3.6489 0.1396
H 0.6777 -5.2731 1.0660
C 2.3077 -1.4207 -3.9558
H 2.6450 1.8640 -3.3075
H -0.9818 -0.2576 -3.4770
*
```

***

# 4
Density functional theory data (ωB97M-V/def2-TZVPD) for a cluster of 2 separate species, C2H2FNO2 in total in a non-equilibrium geometry.

Energy ... -10406.8614 eV
HOMO ... -11.29 eV
SMILES string ... O=C=O.C=NF
Energy above the lowest of the compared OMol25 structures with the same formula, charge and spin ... 224.0 kJ/mol

Structure (ORCA input):
```
! wB97M-V def2-TZVPD RIJCOSX def2/J DEFGRID3
* xyz 0 1
H -0.1134 -1.1407 -1.0139
H 1.3802 -1.7417 -0.1511
N 0.7655 0.1573 0.2255
F 1.7929 0.3059 1.1610
O -0.8804 1.9305 -0.4788
C 0.6713 -0.9677 -0.3047
C -1.4957 1.1270 0.0075
O -2.1205 0.3293 0.5546
*
```